[1]
{"formula": "C4H8N2", "method": "ωB97M-V/def2-TZVPD", "charge": 2, "largest_force_ha_per_bohr": 0.1318, "homo_lumo_gap_ha": 0.358, "multiplicity": 1, "homo_energy_ev": -20.7, "relative_energy_kcal_mol": 126.8, "symbols": ["C", "C", "C", "C", "N", "N", "H", "H", "H", "H", "H", "H", "H", "H"], "coordinates": [[0.64, 0.00, 0.38], [1.82, 0.07, 0.12], [-2.18, -0.80, -0.12], [-2.17, 0.76, -0.25], [-1.31, 0.10, 0.62], [3.27, 0.02, -0.07], [-2.97, -1.02, 0.54], [-2.03, -1.51, -0.87], [-1.55, 1.29, -0.96], [-3.01, 1.37, -0.05], [-1.10, 0.37, 1.58], [3.55, -0.76, -0.62], [3.84, 0.02, 0.80], [3.69, 0.89, -0.54]]}



[2]
{"formula": "C4H8N2O", "method": "ωB97M-V/def2-TZVPD", "largest_force_ha_per_bohr": 0.0068, "homo_lumo_gap_ha": 0.373, "smiles": "NC(=O)CN1CC1", "multiplicity": 1, "homo_energy_ev": -9.2, "relative_energy_kcal_mol": 44.1, "symbols": ["N", "C", "O", "C", "N", "C", "C", "H", "H", "H", "H", "H", "H", "H", "H"], "coordinates": [[0.84, -1.15, -1.78], [0.70, 0.13, -1.33], [1.59, 0.96, -1.41], [-0.66, 0.44, -0.71], [-0.89, -0.20, 0.59], [-0.48, 0.53, 1.77], [0.25, -0.69, 1.36], [1.76, -1.45, -2.05], [0.18, -1.86, -1.49], [-0.71, 1.53, -0.62], [-1.45, 0.11, -1.40], [0.03, 1.48, 1.62], [-1.18, 0.51, 2.61], [1.25, -0.55, 0.97], [0.08, -1.63, 1.88]]}



[3]
{"formula": "C4H8N2O", "method": "ωB97M-V/def2-TZVPD", "largest_force_ha_per_bohr": 0.0793, "homo_lumo_gap_ha": 0.358, "smiles": "[H]/N=C(C)\\C(CO)=N\\[H]", "multiplicity": 1, "homo_energy_ev": -9.6, "relative_energy_kcal_mol": 94.9, "symbols": ["C", "C", "C", "C", "O", "N", "N", "H", "H", "H", "H", "H", "H", "H", "H"], "coordinates": [[-0.85, 0.48, 1.24], [1.86, 0.34, -0.21], [-0.61, -0.37, 0.06], [0.75, -0.60, -0.57], [-0.95, 1.58, -0.11], [-1.55, -1.19, -0.31], [0.93, -1.56, -1.35], [-1.76, 1.46, -0.63], [-2.47, -1.03, 0.09], [0.07, -2.11, -1.48], [-0.13, 1.12, 1.73], [-1.69, 0.15, 1.87], [2.73, 0.14, -0.82], [1.53, 1.37, -0.34], [2.13, 0.21, 0.84]]}



[4]
{"formula": "C4H8N2O", "method": "ωB97M-V/def2-TZVPD", "largest_force_ha_per_bohr": 0.0060, "homo_lumo_gap_ha": 0.372, "smiles": "NC(=O)CN1CC1", "multiplicity": 1, "homo_energy_ev": -9.2, "relative_energy_kcal_mol": 45.2, "symbols": ["N", "C", "O", "C", "N", "C", "C", "H", "H", "H", "H", "H", "H", "H", "H"], "coordinates": [[1.85, -0.33, -1.37], [1.39, -0.75, -0.15], [1.61, -1.88, 0.25], [0.67, 0.26, 0.74], [-0.52, 0.95, 0.23], [-1.80, 0.37, 0.60], [-1.33, 0.30, -0.80], [2.36, -1.01, -1.91], [1.62, 0.56, -1.78], [0.42, -0.31, 1.64], [1.39, 1.03, 1.03], [-1.77, -0.56, 1.18], [-2.58, 1.07, 0.90], [-1.00, -0.67, -1.17], [-1.75, 0.97, -1.54]]}



- Which value of multiplicity does entry 1 give?
  1